Entry 1:
{"formula": "C2H2FN3S", "method": "ωB97M-V/def2-TZVPD", "symbols": ["F", "C", "N", "N", "N", "C", "S", "H", "H"], "xyz": [[-0.349, 2.200, -0.040], [-0.519, 0.878, -0.018], [-1.739, 0.334, -0.086], [-1.652, -0.937, -0.029], [-0.354, -1.257, -0.029], [0.427, -0.138, -0.035], [2.155, -0.042, -0.068], [-0.057, -2.225, 0.054], [2.089, 1.188, 0.251]], "atomic_forces_ev_per_a": [[0.19, -0.57, 0.03], [0.29, -0.83, -0.66], [-0.51, 1.09, 0.65], [-0.10, -0.97, -0.43], [0.84, 0.30, 0.21], [-1.06, 0.53, 0.19], [0.34, -2.06, -0.45], [-0.21, 0.42, -0.08], [0.22, 2.10, 0.54]], "total_energy_ha": -739.68419, "relative_energy_kj_mol": 33.3, "gap_ev": 9.59, "homo_energy_ev": -9.1, "smiles": "Fc1nn[nH]c1S"}

Entry 2:
{"formula": "C31H38N3", "method": "ωB97M-V/def2-TZVPD", "symbols": ["C", "C", "C", "N", "C", "C", "C", "C", "C", "C", "C", "C", "C", "N", "C", "C", "C", "C", "C", "C", "C", "C", "C", "H", "H", "H", "H", "H", "H", "H", "H", "H", "H", "H", "H", "H", "H", "H", "H", "H", "H", "H", "H", "H", "H", "H", "H", "H", "C", "C", "C", "C", "C", "C", "C", "C", "N", "C", "C", "H", "H", "H", "H", "H", "H", "H", "H", "H", "H", "H", "H", "H"], "xyz": [[5.742, -4.643, 0.929], [5.121, -5.203, -0.357], [3.976, -4.243, -0.727], [3.752, -3.429, 0.454], [2.764, -2.492, 0.551], [2.313, -2.029, 1.819], [1.274, -1.122, 1.901], [0.689, -0.571, 0.734], [-0.315, 0.454, 0.846], [-0.266, 1.659, 0.073], [0.978, 2.175, -0.399], [1.042, 3.344, -1.130], [-0.151, 3.986, -1.569], [-0.088, 5.067, -2.397], [1.081, 5.921, -2.487], [0.685, 7.053, -3.445], [-0.594, 6.590, -4.152], [-1.151, 5.426, -3.316], [-1.400, 3.444, -1.161], [-1.451, 2.378, -0.281], [1.160, -1.019, -0.534], [2.147, -1.982, -0.621], [4.722, -3.651, 1.508], [5.971, -5.429, 1.652], [6.667, -4.109, 0.687], [5.850, -5.265, -1.169], [4.711, -6.202, -0.184], [4.276, -3.617, -1.585], [3.067, -4.790, -1.032], [2.759, -2.422, 2.735], [0.922, -0.760, 2.871], [-0.985, 0.413, 1.709], [1.904, 1.651, -0.152], [2.007, 3.747, -1.437], [1.366, 6.313, -1.498], [1.948, 5.362, -2.875], [0.485, 7.956, -2.859], [1.498, 7.271, -4.142], [-1.325, 7.397, -4.230], [-0.357, 6.232, -5.159], [-1.439, 4.574, -3.957], [-2.058, 5.739, -2.773], [-2.325, 3.899, -1.522], [-2.409, 2.039, 0.117], [0.737, -0.591, -1.442], [2.496, -2.333, -1.594], [4.236, -4.063, 2.408], [5.211, -2.713, 1.811], [-2.407, -1.768, 4.984], [-1.587, -2.611, 4.222], [-1.710, -2.643, 2.831], [-2.645, -1.818, 2.201], [-2.866, -1.839, 0.697], [-4.231, -2.446, 0.257], [-4.751, -1.548, -0.884], [-3.837, -0.315, -0.901], [-2.890, -0.493, 0.180], [-3.425, -0.936, 2.954], [-3.319, -0.917, 4.345], [-2.327, -1.765, 6.073], [-0.848, -3.246, 4.714], [-1.079, -3.295, 2.219], [-2.045, -2.414, 0.227], [-4.096, -3.482, -0.067], [-4.943, -2.419, 1.089], [-4.681, -2.056, -1.851], [-5.789, -1.252, -0.696], [-3.322, -0.187, -1.868], [-4.421, 0.599, -0.728], [-1.980, -0.065, 0.032], [-4.100, -0.259, 2.424], [-3.943, -0.236, 4.926]], "atomic_forces_ev_per_a": [[0.20, 0.27, -0.06], [-0.39, -0.16, 0.07], [0.29, 0.03, -0.87], [-0.81, 0.79, 0.15], [0.35, -0.58, -0.09], [-0.19, 0.38, 0.25], [0.09, -0.40, 0.08], [-0.42, 0.50, -0.22], [1.90, 0.83, 0.42], [-0.27, -0.49, -0.20], [0.01, 0.16, -0.44], [0.04, -0.25, 0.32], [0.21, 0.27, -0.61], [-0.05, -0.94, 0.83], [0.75, 0.04, -0.24], [0.02, 0.20, 0.40], [0.09, -0.24, -0.26], [-0.87, 0.29, -0.10], [-0.34, -0.48, 0.36], [0.15, 0.49, -0.23], [0.49, 0.00, 0.21], [-0.36, 0.19, -0.19], [0.12, -0.33, 0.78], [0.07, 0.15, -0.16], [-0.11, -0.15, 0.14], [-0.13, -0.09, 0.15], [0.13, 0.12, -0.06], [-0.09, -0.12, 0.23], [0.23, 0.29, 0.23], [-0.12, 0.21, -0.35], [0.09, -0.31, -0.25], [-0.08, -0.10, -0.30], [-0.30, 0.17, 0.01], [-0.30, -0.17, 0.18], [-0.14, -0.22, -0.21], [-0.20, 0.12, 0.02], [0.08, -0.09, -0.16], [-0.20, 0.04, 0.11], [0.13, -0.15, -0.11], [-0.12, 0.13, 0.13], [0.18, 0.20, 0.33], [0.24, -0.06, -0.09], [0.33, -0.13, 0.27], [0.21, 0.07, -0.21], [0.01, -0.14, 0.18], [-0.24, 0.16, 0.32], [0.11, 0.05, -0.24], [-0.25, -0.15, -0.14], [0.13, -0.04, -0.23], [-0.15, 0.14, 0.15], [-0.23, 0.24, -0.05], [-0.09, -0.06, -0.03], [0.39, -0.55, -0.18], [0.16, 0.24, 0.16], [0.17, -0.10, -0.13], [0.03, 0.53, -0.38], [-0.18, 0.63, 0.21], [0.15, -0.11, 0.36], [0.13, -0.11, -0.16], [0.00, 0.01, -0.35], [-0.25, 0.15, -0.09], [-0.20, 0.14, 0.26], [-0.20, -0.08, 0.18], [-0.12, 0.14, 0.18], [0.25, -0.14, -0.06], [-0.23, 0.05, 0.21], [0.21, -0.18, -0.22], [-0.22, -0.13, 0.09], [0.07, -0.08, -0.13], [-0.69, -0.59, -0.30], [0.15, -0.24, 0.26], [0.19, -0.22, -0.11]], "total_charge": 1, "total_energy_ha": -1368.08257, "relative_energy_kj_mol": 126.0, "gap_ev": 5.83, "homo_energy_ev": -10.3}

Entry 3:
{"formula": "C10H17NO2S", "method": "ωB97M-V/def2-TZVPD", "symbols": ["C", "N", "C", "C", "C", "C", "C", "C", "C", "C", "S", "C", "O", "O", "H", "H", "H", "H", "H", "H", "H", "H", "H", "H", "H", "H", "H", "H", "H", "H", "H"], "xyz": [[2.509, -0.675, -2.837], [1.509, -0.154, -1.951], [1.373, -0.310, -0.733], [-0.311, 0.200, -0.181], [-0.559, 1.096, 0.811], [0.438, 1.877, 1.620], [-1.941, 1.694, 1.029], [-2.907, 1.166, -0.036], [-2.782, -0.374, -0.321], [-1.395, -0.592, -0.911], [2.344, -1.044, 0.519], [1.199, -1.911, 1.692], [3.146, -2.053, -0.135], [3.015, 0.054, 1.255], [2.621, -0.156, -3.854], [2.278, -1.695, -2.971], [3.481, -0.549, -2.434], [0.174, 2.514, 2.508], [0.988, 2.568, 0.928], [1.372, 1.190, 1.883], [-2.150, 1.316, 2.024], [-1.838, 2.721, 0.839], [-3.903, 1.316, 0.163], [-2.611, 1.671, -0.974], [-3.452, -0.651, -1.021], [-2.995, -0.911, 0.565], [-1.369, -0.266, -1.874], [-1.138, -1.595, -0.957], [0.181, -1.492, 1.958], [0.954, -2.653, 0.925], [1.771, -2.302, 2.469]], "atomic_forces_ev_per_a": [[0.81, 1.71, -1.08], [-0.31, 0.16, -0.73], [-5.41, 1.79, 0.91], [2.52, -0.48, 1.11], [0.24, 0.46, -1.17], [4.06, -0.77, -0.13], [0.01, -3.42, -1.20], [2.11, -1.44, -1.01], [2.90, 2.85, 1.31], [0.39, 1.36, 2.88], [1.94, 1.37, 2.50], [-1.96, 0.69, -3.41], [-0.22, -0.01, 0.41], [-0.83, -1.76, -1.28], [-1.06, -0.53, 1.44], [0.00, -1.29, -0.35], [1.10, -0.37, 0.64], [-0.46, -1.08, -0.93], [-0.65, -0.21, 0.39], [-2.13, 1.43, -0.02], [-0.75, 0.89, 0.47], [-0.01, 1.57, 0.75], [-2.37, 1.00, 0.60], [-0.45, -0.08, 0.24], [-2.52, -0.86, -2.33], [0.12, -0.75, 1.09], [-0.20, 0.95, -3.03], [0.60, -2.16, 0.13], [1.72, 0.31, -0.13], [-0.16, -0.79, 0.68], [0.98, -0.54, 1.24]], "total_energy_ha": -994.49350, "relative_energy_kj_mol": 249.4, "gap_ev": 9.45, "homo_energy_ev": -8.9, "smiles": "C/N=C(/C1=C(C)CCCC1)S(C)(=O)=O"}

Entry 4:
{"formula": "C3H9NS", "method": "ωB97M-V/def2-TZVPD", "symbols": ["C", "N", "H", "H", "H", "C", "C", "S", "H", "H", "H", "H", "H", "H"], "xyz": [[-3.331, -0.174, -0.449], [-4.469, 0.026, -0.959], [-2.417, 0.322, -0.765], [-3.267, -0.892, 0.374], [-4.410, 0.703, -1.725], [2.199, -0.957, 0.597], [2.347, 0.540, 0.350], [0.894, 1.517, 0.808], [1.731, -1.170, 1.559], [1.571, -1.397, -0.186], [3.175, -1.447, 0.525], [3.213, 0.947, 0.877], [2.572, 0.713, -0.705], [0.193, 1.269, -0.301]], "atomic_forces_ev_per_a": [[-0.36, -0.23, 0.24], [0.06, 0.10, -0.22], [0.17, 0.03, -0.04], [0.15, 0.14, -0.09], [-0.02, -0.04, 0.12], [-0.05, -0.05, -0.36], [0.39, -0.23, -0.29], [0.07, 0.15, 0.11], [0.17, 0.02, 0.00], [-0.02, 0.03, 0.18], [-0.10, 0.01, 0.15], [-0.28, 0.04, 0.24], [-0.10, 0.07, 0.04], [-0.09, -0.04, -0.09]], "total_energy_ha": -572.60020, "relative_energy_kj_mol": 104.7, "gap_ev": 10.00, "homo_energy_ev": -9.2, "smiles": "C=N.CCS"}

Entry 5:
{"formula": "C4H7FOS", "method": "ωB97M-V/def2-TZVPD", "symbols": ["O", "C", "C", "S", "C", "C", "F", "H", "H", "H", "H", "H", "H", "H"], "xyz": [[-1.849, -1.342, 0.248], [-0.988, -0.574, -0.524], [-0.561, 0.704, 0.073], [-1.147, 1.044, 1.812], [0.349, -0.287, -0.061], [1.643, -0.023, -0.874], [0.964, 0.386, -2.028], [-1.429, -0.992, 1.161], [-1.421, -0.497, -1.644], [-0.389, 1.618, -0.492], [-0.146, 0.542, 2.776], [0.472, -0.651, 0.942], [2.042, 0.988, -0.257], [2.458, -0.915, -1.131]], "atomic_forces_ev_per_a": [[2.22, 0.80, 2.66], [-3.61, -0.28, -4.06], [-2.98, 6.06, 1.97], [0.91, -0.12, 0.86], [6.24, -4.92, 0.67], [-0.45, 0.79, 1.46], [1.68, 0.36, -1.11], [-2.45, -1.69, -1.74], [1.72, -0.26, 2.66], [-0.56, -0.09, 0.02], [-1.18, 0.75, -2.15], [0.91, -1.18, 0.02], [-0.13, -2.75, -2.13], [-2.31, 2.54, 0.85]], "total_energy_ha": -729.74643, "relative_energy_kj_mol": 359.1, "gap_ev": 9.99, "homo_energy_ev": -9.5, "smiles": "O[C@H]1[C@@H](S)[C@@H]1CF"}

Entry 6:
{"formula": "C4H13NO2", "method": "ωB97M-V/def2-TZVPD", "symbols": ["C", "C", "C", "N", "C", "H", "H", "H", "H", "H", "H", "H", "H", "H", "O", "H", "H", "O", "H", "H"], "xyz": [[0.240, -1.224, -3.217], [0.500, -1.125, -1.729], [0.550, 0.000, -1.014], [0.371, 0.059, 0.399], [1.351, 0.988, 0.981], [1.122, -0.786, -3.665], [0.046, -2.175, -3.691], [-0.651, -0.621, -3.466], [0.151, -2.004, -1.124], [0.516, 0.961, -1.524], [0.072, -0.809, 0.820], [1.780, 1.584, 0.184], [0.779, 1.524, 1.752], [2.139, 0.496, 1.571], [-1.907, 1.795, 1.506], [-1.251, 1.286, 0.999], [-2.492, 2.055, 0.778], [-1.274, -1.019, 3.514], [-1.710, -0.167, 3.386], [-0.333, -0.820, 3.540]], "atomic_forces_ev_per_a": [[0.04, 1.41, 0.21], [-2.08, -1.50, 1.00], [-0.86, -0.89, -0.05], [0.45, 1.04, -2.20], [-0.99, -1.09, 2.11], [-0.01, 0.14, -0.75], [0.30, -0.56, 0.54], [0.45, 0.00, -0.06], [0.96, 0.44, -0.50], [0.49, 0.08, 0.20], [0.58, 0.11, 0.30], [-0.08, 0.27, 0.28], [0.55, 0.76, -0.40], [0.14, -0.10, -0.59], [-0.10, -0.03, -0.76], [0.28, -0.29, 0.26], [-0.13, 0.13, 0.51], [0.01, 0.03, -0.10], [0.05, -0.02, -0.09], [-0.04, 0.07, 0.09]], "total_energy_ha": -365.38338, "relative_energy_kj_mol": 155.2, "gap_ev": 9.20, "homo_energy_ev": -8.4, "smiles": "C/C=C/NC.O.O"}

Entry 7:
{"formula": "C4H28N2O7", "method": "ωB97M-V/def2-TZVPD", "symbols": ["C", "C", "C", "C", "N", "N", "H", "H", "H", "H", "H", "H", "H", "H", "H", "H", "H", "H", "H", "H", "H", "H", "O", "H", "H", "O", "H", "H", "O", "H", "H", "O", "H", "H", "O", "H", "H", "O", "H", "H", "O"], "xyz": [[2.243, 1.237, -1.046], [0.762, 1.457, -0.584], [0.200, 0.841, 0.795], [1.140, -0.073, 1.576], [0.391, -0.726, 2.750], [-0.100, 0.843, -1.680], [2.428, 0.445, -1.795], [2.452, 2.242, -1.355], [2.917, 0.892, -0.206], [0.536, 2.538, -0.666], [-0.747, 0.328, 0.533], [-0.071, 1.715, 1.452], [1.673, -0.872, 1.004], [1.834, 0.633, 2.164], [1.100, -1.340, 3.109], [0.234, 0.019, 3.414], [-0.464, -1.295, 2.571], [-0.222, 1.301, -2.576], [-1.067, 0.735, -1.263], [-0.058, -0.149, -1.894], [-2.697, -4.324, -2.681], [-3.015, -3.287, -1.690], [-2.769, -3.334, -2.619], [0.141, 1.562, -5.463], [1.448, 1.526, -4.887], [0.549, 1.720, -4.573], [-1.636, -2.068, -2.684], [-0.085, -2.163, -2.780], [-0.789, -1.661, -2.366], [3.858, -3.071, 0.300], [2.500, -3.509, 0.934], [3.002, -2.724, 0.591], [0.144, 2.610, 4.170], [0.637, 1.719, 5.319], [0.171, 1.701, 4.472], [-1.647, -1.555, 5.132], [-2.691, -1.680, 4.084], [-1.740, -1.639, 4.167], [-2.140, 4.067, -0.825], [-2.536, 3.425, -2.194], [-2.293, 3.169, -1.304]], "atomic_forces_ev_per_a": [[-0.07, -0.68, 1.94], [-0.15, -1.29, -0.63], [-0.05, 1.14, -0.76], [0.44, 1.01, 0.81], [0.64, -0.25, -1.86], [-2.92, -0.12, 1.81], [-0.60, 0.69, 0.01], [1.26, 0.02, -0.59], [-0.70, 0.89, -0.68], [0.02, -0.75, 0.46], [0.43, 0.12, 0.41], [0.14, -0.91, -0.63], [-0.38, 0.78, 0.47], [-0.41, -1.40, -1.25], [0.14, -0.62, 0.78], [-0.68, 0.44, 0.83], [0.51, 0.72, 0.25], [0.53, 0.73, -0.41], [0.77, 1.12, -0.82], [1.11, -1.05, -0.27], [0.06, 1.28, -0.62], [-0.26, 0.46, 0.20], [-0.26, -1.91, 0.39], [-0.41, 0.39, 1.24], [0.26, 0.24, 0.80], [0.07, -0.67, -1.82], [0.68, -0.13, 0.20], [0.03, -0.31, -0.18], [-0.15, 0.40, 0.03], [-0.21, 0.02, 0.12], [0.93, 0.94, -0.60], [-0.83, -0.95, 0.51], [-0.05, 0.32, 0.04], [-0.12, 0.10, -0.10], [0.24, -0.61, -0.06], [0.26, -0.08, -0.33], [-0.56, -0.11, -0.33], [0.19, 0.13, 0.65], [-0.52, -2.34, -1.30], [-0.19, 0.15, -0.26], [0.83, 2.08, 1.55]], "total_charge": 2, "total_energy_ha": -804.83527, "relative_energy_kj_mol": 100.5, "gap_ev": 11.65, "homo_energy_ev": -17.0}